one) 2 unconnected molecules or ions with the total composition C2H9N2O, computed with ωB97M-V/def2-TZVPD.

XYZ file:
```
14
Properties=species:S:1:pos:R:3:nbo_charge:R:1
N 1.61474 0.21923 0.79654 -0.797
C 1.64442 0.29985 -0.67254 0.075
O 0.33407 0.08605 -1.31229 -0.777
H 1.01152 0.94840 1.17855 0.357
H 1.26668 -0.69345 1.08213 0.367
H 1.91867 1.28954 -1.09192 0.204
H 2.30628 -0.52451 -1.03934 0.193
H 0.39702 -0.20911 -2.28300 0.526
C -1.93597 0.16673 1.01896 0.119
N -1.58827 -0.68074 0.12982 -0.600
H -2.81578 0.01488 1.64201 0.229
H -1.36234 1.09110 1.09100 0.212
H -0.76506 -0.40929 -0.62504 0.467
H -2.02597 -1.59868 0.08511 0.426
```

Computed properties:
HOMO level (eV): -14.5
Gap between HOMO and LUMO (eV): 9.71
Total charge: +1



two) 2 unconnected molecules or ions with the total composition C2H9N2O, computed with ωB97M-V/def2-TZVPD.

XYZ file:
```
14
Properties=species:S:1:pos:R:3:nbo_charge:R:1
C -0.16546 -0.62028 -0.49881 -0.324
C 0.37216 -0.39873 -1.73937 0.106
N -0.41036 -0.14920 -2.78962 -0.691
N 0.26801 0.35858 0.62506 -0.697
H -0.81268 -1.42430 -0.28268 0.239
H 1.39560 -0.29134 -2.00455 0.199
H 0.04095 -0.18098 -3.66672 0.395
H -1.42958 -0.15050 -2.88960 0.424
H 1.14373 0.72176 0.56420 0.413
H -0.32339 1.29457 0.63470 0.435
H 0.17925 -0.05919 1.64284 0.473
H -0.30792 -0.38641 3.57729 0.487
H 0.26896 0.87237 4.14301 0.500
O -0.04983 0.53156 3.35782 -0.960
```

Computed properties:
HOMO level (eV): -12.2
Gap between HOMO and LUMO (eV): 8.67
Total charge: +1



three) 2 unconnected molecules or ions with the total composition C2H9N2O, computed with ωB97M-V/def2-TZVPD.

XYZ file:
```
14
Properties=species:S:1:pos:R:3:nbo_charge:R:1
C 0.20568 1.49164 -0.63976 -0.540
N 0.60065 -0.66364 1.29763 -0.653
C -0.72318 0.08605 0.90980 -0.220
N -0.65401 0.39870 -0.44651 0.121
H 1.18220 1.37275 -0.14202 0.330
H 0.35081 1.68249 -1.70583 0.261
H -0.29608 2.39745 -0.24399 0.338
H 0.42943 -1.17533 2.16604 0.403
H -1.62712 -0.45886 1.22221 0.260
H -0.74448 0.89112 1.66224 0.242
H 0.13949 -1.91253 -2.26985 0.508
H 0.74103 -1.39382 0.59050 0.398
H -0.13084 -1.06862 -0.98042 0.438
O 0.52641 -1.64741 -1.42002 -0.885
```

Computed properties:
HOMO level (eV): -15.8
Gap between HOMO and LUMO (eV): 6.53
Total charge: +1



The computed energies, referenced to the most stable structure and given in kcal/mol, are one) 0.0; two) 23.6; three) 100.0.



one) 2 unconnected molecules or ions with the total composition C2H9N2O, computed with ωB97M-V/def2-TZVPD.

XYZ file:
```
14
Properties=species:S:1:pos:R:3:nbo_charge:R:1
C -0.01514 0.09758 -0.42014 -0.314
C -0.75050 -0.67324 -1.28586 0.108
N -2.03694 -0.57865 -1.60602 -0.700
N 0.61646 -0.72205 0.69388 -0.706
H -0.06059 1.11220 -0.09217 0.204
H -0.23724 -1.44909 -1.86261 0.202
H -2.47988 -0.98785 -2.41345 0.425
H -2.56481 0.11914 -1.09902 0.408
H -0.02318 -1.24531 1.28842 0.422
H 1.29739 -1.36281 0.28488 0.428
H 1.12217 -0.00729 1.29312 0.478
H 2.30097 2.01275 2.23129 0.511
H 1.29046 2.12382 1.12403 0.487
O 1.54081 1.56079 1.86364 -0.952
```

Computed properties:
HOMO level (eV): -12.6
Gap between HOMO and LUMO (eV): 9.10
Total charge: +1



two) 2 unconnected molecules or ions with the total composition C2H9N2O, computed with ωB97M-V/def2-TZVPD.

XYZ file:
```
14
Properties=species:S:1:pos:R:3:nbo_charge:R:1
C 0.96055 -0.51343 -1.72886 -0.422
N 0.17273 -0.22807 -0.50882 -0.510
C 0.05628 -1.13030 0.41637 0.396
N -0.54576 -0.90030 1.57267 -0.723
H 0.41094 -1.06586 -2.46948 0.231
H 1.85787 -1.05518 -1.42582 0.221
H 1.34122 0.44653 -2.07446 0.240
H -0.24529 0.69873 -0.38107 0.455
H 0.50875 -2.09950 0.24538 0.224
H -1.08046 -0.04712 1.63834 0.429
H -0.70100 -1.67438 2.19705 0.434
H -0.40576 2.71484 1.39864 0.503
H -1.59750 2.63075 0.48684 0.498
O -0.73257 2.22330 0.63323 -0.976
```

Computed properties:
HOMO level (eV): -15.1
Gap between HOMO and LUMO (eV): 11.82
Total charge: +1



The computed energies, referenced to the most stable structure and given in kcal/mol, are one) 48.8; two) 0.0.



one) A molecular structure, C3H6N2O2, computed with ωB97M-V/def2-TZVPD.

XYZ file:
```
13
Properties=species:S:1:pos:R:3:nbo_charge:R:1
C -0.71732 0.38978 1.07593 -0.341
C -0.35358 0.26673 -1.48797 -0.420
N -0.29933 -0.30131 -0.15770 -0.288
N 0.37720 -1.60651 0.24900 -0.137
C 0.76415 0.53761 1.10314 0.772
O 1.20800 -1.12204 1.26380 -0.483
O 1.53706 1.40744 1.32995 -0.536
H 0.97869 -1.79322 -0.56652 0.324
H -1.11643 -0.28031 1.83395 0.241
H -1.26505 1.30545 0.87174 0.236
H 0.65224 0.30516 -1.91504 0.202
H -0.78336 1.26791 -1.49496 0.226
H -0.98226 -0.37669 -2.10531 0.205
```

Computed properties:
HOMO level (eV): -8.6
Gap between HOMO and LUMO (eV): 9.21



two) A single C3H6N2O2 molecule, computed with ωB97M-V/def2-TZVPD.

XYZ file:
```
13
Properties=species:S:1:pos:R:3:nbo_charge:R:1
C -0.92797 1.11544 0.54677 -0.729
C -1.48064 -0.23736 -0.16869 0.691
O -2.40924 -0.48406 -0.95681 -0.586
N -0.34045 -1.04444 -0.17433 -0.702
C 0.86490 -1.01447 0.55748 0.126
N 1.79253 -0.29557 -0.05842 -0.119
O 1.49930 0.38094 -1.19546 -0.553
H -0.35084 0.77183 1.55746 0.221
H -1.80358 1.70035 0.79892 0.230
H -0.03527 1.68350 -0.16985 0.272
H -0.25400 -2.03419 -0.74311 0.415
H 1.07039 -1.37574 1.67187 0.230
H 2.37485 0.83378 -1.66583 0.503
```

Computed properties:
HOMO level (eV): -9.7
SMILES: CC(=O)N/C=N\O
Gap between HOMO and LUMO (eV): 10.07



three) A single C3H6N2O2 molecule, computed with ωB97M-V/def2-TZVPD.

XYZ file:
```
13
Properties=species:S:1:pos:R:3:nbo_charge:R:1
H -0.58718 -0.51314 -3.47291 0.357
N -0.42005 -0.17655 -2.52969 -0.733
C -0.84748 -1.01387 -1.68450 0.420
O -0.75122 -0.84469 -0.35891 -0.480
C -0.08753 0.32462 0.08319 -0.185
C 0.73205 -0.03820 1.31326 0.648
N 0.77482 0.95905 2.24105 -0.824
O 1.34261 -1.08150 1.41266 -0.588
H -1.34978 -1.96403 -1.88696 0.159
H 0.58136 0.70020 -0.69746 0.243
H -0.83337 1.10099 0.29398 0.183
H 1.29251 0.79757 3.09097 0.406
H 0.15325 1.74955 2.19532 0.394
```

Computed properties:
HOMO level (eV): -10.0
SMILES: [H]/N=C/OCC(N)=O
Gap between HOMO and LUMO (eV): 10.86



The computed energies, referenced to the most stable structure and given in kcal/mol, are one) 120.6; two) 101.9; three) 0.0.



one) A single C3H6N2O2 molecule, computed with ωB97M-V/def2-TZVPD.

XYZ file:
```
13
Properties=species:S:1:pos:R:3:nbo_charge:R:1
H 2.03078 -1.63717 -0.41939 0.351
N 1.04475 -1.83071 -0.60893 -0.620
C 0.39060 -0.96577 0.03758 0.669
N -1.03042 -0.90002 -0.00500 -0.670
C -1.74070 -0.23144 -0.97814 0.537
O -2.85544 0.22277 -0.84462 -0.577
O 0.98207 -0.10136 0.91787 -0.540
C 0.95174 1.32279 0.73317 -0.257
H -1.48584 -0.91064 0.89967 0.410
H -1.17064 -0.10119 -1.90774 0.120
H 0.99555 1.72691 1.74192 0.201
H 0.05627 1.72826 0.25638 0.188
H 1.83128 1.67757 0.17723 0.186
```

Computed properties:
HOMO level (eV): -10.4
SMILES: [H]/N=C(/NC=O)OC
Gap between HOMO and LUMO (eV): 11.03



two) A single C3H6N2O2 molecule, computed with ωB97M-V/def2-TZVPD.

XYZ file:
```
13
Properties=species:S:1:pos:R:3:nbo_charge:R:1
H 0.60912 -2.58280 0.87484 0.360
N 0.76165 -1.72959 0.35006 -0.783
C -0.22701 -1.44241 -0.44547 0.219
N -0.14040 -0.31187 -1.18433 -0.208
O 1.17542 0.09546 -1.37110 -0.565
C -0.92321 0.50837 0.24616 0.751
C -0.07547 1.69408 0.53707 -0.761
O -2.03903 0.26480 0.55604 -0.491
H -1.22660 -1.88366 -0.44705 0.200
H 1.69881 -0.56901 -0.87496 0.487
H 0.50308 1.99366 -0.33837 0.275
H 0.63677 1.44393 1.32106 0.264
H -0.75311 2.51903 0.77606 0.252
```

Computed properties:
HOMO level (eV): -8.9
SMILES: [H]/N=C/N(O)C(C)=O
Gap between HOMO and LUMO (eV): 9.56



three) A single C3H6N2O2 molecule, computed with ωB97M-V/def2-TZVPD.

XYZ file:
```
13
Properties=species:S:1:pos:R:3:nbo_charge:R:1
C -1.71138 -0.42496 0.74777 -0.436
N -0.77415 -1.00466 -0.13469 -0.315
O -0.15687 0.03911 -0.97476 -0.428
C 1.12000 0.51672 -0.63016 0.290
O 1.01885 1.72948 0.03820 -0.679
C 2.04258 -0.27830 0.26341 0.238
N 2.88829 -0.78221 0.84018 -0.298
H -2.19269 -1.32825 1.08219 0.208
H -1.20806 0.01459 1.63266 0.216
H -2.40812 0.15010 0.11961 0.189
H -1.22418 -1.57839 -0.81395 0.351
H 1.65658 0.56735 -1.53770 0.188
H 0.94914 2.37941 -0.63276 0.477
```

Computed properties:
HOMO level (eV): -9.9
SMILES: CNO[C@@H](O)C#N
Gap between HOMO and LUMO (eV): 10.50



four) 2 unconnected molecules or ions with the total composition C3H6N2O2, computed with ωB97M-V/def2-TZVPD.

XYZ file:
```
13
Properties=species:S:1:pos:R:3:nbo_charge:R:1
C 1.88919 0.88416 -0.72367 -0.265
O 1.37826 -0.30863 -0.16015 -0.511
C 0.07325 -0.37534 0.21034 0.701
N -0.70885 0.72451 -0.04949 -0.858
N -0.41741 -1.43315 0.72006 -0.788
C -3.15332 -1.05135 0.72929 0.495
O -3.53117 -2.11254 0.87061 -0.499
H 2.92613 0.66913 -0.98385 0.208
H 1.87597 1.70686 0.00386 0.170
H 1.34048 1.17773 -1.62577 0.187
H -0.31169 1.64738 -0.05233 0.387
H 0.28275 -2.16966 0.73525 0.356
H -1.64359 0.64090 0.32584 0.418
```

Computed properties:
HOMO level (eV): -9.2
Gap between HOMO and LUMO (eV): 9.99



The computed energies, referenced to the most stable structure and given in kcal/mol, are one) 3.9; two) 65.5; three) 61.1; four) 0.0.